[1]
# C7H12N2

C7H12N2 in the gas phase at a distorted geometry (the ωB97M-V functional and the def2-TZVPD basis, the OMol25 dataset).

Structure (XYZ):
```
21
Properties=species:S:1:pos:R:3:forces:R:3
C -1.505 0.249 -1.301 -0.52 -0.39 0.54
C -2.058 0.088 1.539 0.29 -0.30 0.15
C 1.177 -0.696 -1.999 0.03 -0.02 0.18
N -0.446 0.229 -0.324 0.19 -0.21 0.31
C -0.654 0.376 1.048 -1.77 2.65 0.36
C 0.838 -0.196 -0.626 0.81 -0.27 1.04
C 2.861 -0.166 0.958 0.11 -0.34 0.26
N 0.214 1.015 1.739 -0.41 -0.49 -0.51
C 1.686 -0.275 0.398 1.73 -0.19 -1.73
H -0.046 1.163 2.708 -0.21 -0.44 0.06
H -1.101 0.356 -2.305 -0.01 0.13 0.14
H -2.181 1.072 -1.072 0.04 0.11 -0.26
H -2.105 -0.668 -1.264 -0.04 -0.07 -0.18
H -2.739 0.891 1.253 0.00 -0.06 -0.18
H -2.060 0.054 2.627 0.04 -0.07 -0.01
H -2.426 -0.862 1.156 -0.16 0.00 -0.02
H 1.184 0.120 -2.723 -0.08 0.05 -0.02
H 0.470 -1.455 -2.332 -0.01 -0.06 -0.12
H 2.178 -1.122 -1.980 -0.07 -0.02 0.03
H 3.537 0.651 0.747 -0.07 0.27 -0.03
H 3.176 -0.825 1.754 0.09 -0.26 0.00
```
Forces are in eV/Å.

Summary:
Total charge: 0
Orbital gap in eV: 8.310
ΔE to the lowest compared entry with this formula, charge and spin in kJ/mol: 247.6
Structure (SMILES): [H]/N=C(\C)N(C)C(C)=C=C
Highest occupied orbital energy in eV: -7.49
DFT total energy in eV: -10430.910

---

[2]
# H80O40

A 40-piece molecular cluster, H80O40 overall at a distorted geometry (the ωB97M-V functional and the def2-TZVPD basis, the OMol25 dataset).

Structure (XYZ):
```
120
Properties=species:S:1:pos:R:3:forces:R:3
H 3.364 -4.282 2.375 1.30 -0.93 0.44
H 3.845 -4.269 3.747 0.17 0.23 1.17
O 4.025 -4.764 2.962 -1.38 0.69 -1.60
H 3.621 -2.474 0.408 -0.05 -1.33 -0.22
H 2.772 -1.948 1.339 -0.81 0.14 1.24
O 2.941 -2.840 1.021 0.79 1.27 -0.96
H -2.384 2.235 -4.505 -0.69 -0.64 0.24
H -3.580 1.432 -5.128 0.36 -0.06 0.20
O -2.862 1.368 -4.478 0.08 0.93 -0.64
H 0.361 2.759 1.316 -1.36 0.38 0.40
H 0.607 4.309 0.800 0.43 -2.45 0.48
O 0.952 3.351 0.862 0.67 3.01 -0.81
H 2.093 1.087 1.216 0.16 0.89 -0.84
H 3.252 2.126 0.771 -1.04 -0.03 0.13
O 2.992 1.383 1.328 1.32 0.09 1.44
H 2.890 -0.910 -0.817 2.00 0.94 0.54
O 3.483 -0.263 -0.354 -1.23 -0.40 -0.96
H -1.519 1.992 3.554 -0.52 2.65 -1.31
O -1.620 2.991 3.267 0.57 -2.94 2.07
H -3.109 5.588 1.308 -0.18 0.33 -0.48
H -2.313 4.757 2.240 0.27 -0.40 -0.99
O -2.376 4.970 1.280 -0.01 0.38 1.22
H 6.328 1.893 -2.357 0.36 0.99 -0.38
H 5.591 1.842 -0.979 0.07 1.07 0.40
O 5.849 1.359 -1.748 -0.52 -2.18 0.12
H 3.747 0.192 2.889 -0.44 -0.63 0.76
H 2.904 0.156 4.193 0.80 -0.63 -0.17
O 3.465 -0.412 3.631 -0.16 1.07 -0.51
H 2.056 -2.303 5.251 0.10 -0.47 0.18
H 1.061 -1.351 4.802 -0.48 0.81 -0.77
O 1.151 -2.038 5.447 0.36 0.37 1.31
H 4.050 3.918 4.157 0.76 0.09 0.05
O 3.472 4.172 3.438 -1.65 -0.45 1.23
H 1.492 1.725 -3.868 0.24 0.66 -0.97
H 1.589 0.690 -2.961 0.20 -0.99 0.08
O 1.987 0.905 -3.821 -0.49 0.26 1.12
H 5.648 -2.395 -0.725 -0.87 -0.43 -0.95
H 5.694 -1.014 -1.087 -1.90 -1.25 -1.31
O 5.125 -1.834 -1.351 3.44 0.92 1.84
H -6.212 -2.307 -1.505 0.39 -0.17 0.24
H -5.945 -2.153 0.013 1.24 0.51 0.65
O -6.578 -2.423 -0.625 -1.59 -0.32 -0.84
H 1.118 -3.879 -2.620 -0.62 -0.77 -0.24
H 2.488 -3.264 -2.989 -1.16 0.12 0.81
O 1.699 -3.172 -2.386 2.00 0.67 -0.81
H -0.247 -1.149 1.546 0.99 1.13 0.63
H 0.986 -0.203 1.535 0.81 -0.26 -0.87
O 0.417 -0.652 2.142 -1.30 -1.14 -0.08
H 1.692 -0.969 -1.438 -0.60 -0.30 -0.01
H 0.451 -1.053 -2.336 0.43 0.85 4.22
O 0.752 -0.816 -1.298 -0.74 -0.32 -4.52
H -1.146 0.443 -4.418 -0.43 0.09 -0.29
O -0.719 -0.241 -3.905 0.99 -0.89 0.60
H 0.952 5.878 -2.332 0.55 -0.06 -1.70
H 0.658 4.467 -1.548 0.80 -0.59 -1.08
O 0.664 5.419 -1.578 -1.09 0.75 2.71
H -6.156 0.146 -1.688 -0.12 0.54 0.64
O -6.058 1.075 -1.397 -0.21 -0.80 -0.69
H 0.931 -3.263 0.913 -1.57 -0.37 -0.37
H 0.130 -2.711 1.958 -0.66 -0.92 0.18
O -0.050 -3.254 1.162 2.07 0.52 -0.70
H 0.540 2.596 -0.665 0.49 0.05 0.20
H 1.485 2.056 -1.775 1.12 -0.65 0.25
O 0.794 2.664 -1.603 -1.40 0.61 -0.65
H -3.613 -2.777 -0.492 -0.26 -0.41 -1.82
H -2.991 -3.756 -1.605 -0.33 0.14 0.12
O -3.749 -3.175 -1.425 0.64 0.14 1.69
H -0.968 0.095 0.031 -1.34 -2.43 -0.80
H -1.655 -1.299 -0.740 0.75 -0.22 -1.00
O -1.629 -0.714 0.002 2.59 3.16 1.59
H 4.184 -0.871 -4.139 -0.74 -1.13 -1.18
H 2.728 -0.895 -4.257 -0.20 -0.16 -0.64
O 3.478 -1.350 -4.671 1.08 1.08 1.74
H -0.936 -4.850 0.157 -1.00 -0.30 -0.83
H -0.900 -6.284 -0.217 -1.05 0.52 -0.51
O -1.479 -5.499 -0.388 2.09 0.15 1.47
H -2.850 -4.707 1.303 0.22 0.51 1.34
H -3.870 -5.453 1.934 0.03 0.48 1.07
O -3.245 -4.748 2.219 -0.19 -1.01 -2.39
H -3.243 -1.631 1.407 0.09 -0.64 0.46
H -3.334 -0.565 0.479 0.11 0.72 -1.01
O -3.700 -1.431 0.588 -2.23 -1.21 1.15
H 4.113 4.702 -1.186 -0.25 0.45 0.69
H 4.133 4.549 -2.681 0.18 -0.51 0.51
O 4.358 4.076 -1.856 0.02 0.02 -1.09
H -3.285 0.639 -2.453 0.83 -0.94 -1.71
H -2.321 0.542 -1.114 0.75 -0.78 -0.86
O -3.127 0.790 -1.546 -1.61 2.08 2.14
H -1.052 3.640 -2.460 0.19 0.05 -0.08
O -1.605 3.260 -3.147 0.10 0.56 -0.32
H 1.913 1.325 3.695 0.52 -0.65 -0.04
H 0.764 1.734 2.823 -0.71 -0.18 -0.44
O 1.385 2.064 3.451 -0.34 1.25 1.22
H 0.127 -0.472 -4.317 -0.47 0.39 -0.33
H 3.878 0.344 -1.017 -0.43 -0.81 0.21
H -5.516 1.424 -2.112 0.14 0.31 0.23
H -1.391 3.348 4.128 0.17 0.69 0.22
H 2.608 3.920 3.881 1.01 0.38 -1.41
H -2.257 2.750 -2.692 -0.71 -0.68 0.95
O -3.763 -1.531 -3.502 -0.49 0.33 0.10
H -3.973 -1.981 -2.645 0.26 0.05 -0.58
H -4.587 -1.176 -3.864 0.22 -0.28 0.17
O -0.836 1.498 1.209 0.13 -0.70 0.45
H -1.786 1.620 1.547 1.35 0.61 -0.69
H -0.432 0.824 1.790 -0.74 -0.16 -0.15
O -3.097 2.476 1.240 -1.17 -1.56 -1.15
H -2.967 3.203 0.625 0.32 0.83 0.43
H -3.247 1.766 0.584 -0.69 0.13 0.21
O -0.223 3.271 -5.393 1.42 -0.23 0.39
H -0.946 2.789 -5.753 -1.04 -0.32 -0.92
H 0.088 2.615 -4.745 -0.17 0.71 -0.09
O 0.852 -3.450 3.490 -0.28 -0.47 1.11
H 0.298 -3.291 4.276 0.99 0.59 -0.25
H 0.342 -4.194 3.198 -0.03 -1.02 -1.23
O -1.686 -2.720 4.351 0.38 -0.87 2.85
H -2.193 -3.432 4.772 -1.28 -0.44 -1.55
H -1.221 -2.674 5.224 0.70 1.37 -0.85
O -2.152 -0.488 2.793 0.61 0.57 -0.76
H -2.976 -0.206 3.141 -1.35 0.35 0.56
H -1.738 -0.980 3.492 0.17 -0.70 0.58
```
Forces are in eV/Å.

Summary:
Total charge: 0
Orbital gap in eV: 10.194
ΔE to the lowest compared entry with this formula, charge and spin in kJ/mol: 1084.0
Highest occupied orbital energy in eV: -10.56
DFT total energy in eV: -83194.580